Here is C8H24B2O28 as an isolated structure from the Open Molecules 2025 dataset. Energies are from wB97M-V/def2-TZVPD.

Structure (XYZ):
```
62
Properties=species:S:1:pos:R:3:forces:R:3:mulliken_charge:R:1
O -40.771 -31.564 -17.865 -0.72 0.73 0.90 -0.8629
C -41.661 -31.930 -18.607 4.62 6.54 4.62 0.3548
O -41.632 -32.989 -19.145 -0.26 -8.63 -3.74 -0.9468
B -42.625 -33.015 -20.162 -0.26 1.77 -1.41 1.2756
O -43.182 -31.598 -20.192 -0.56 -3.55 -3.44 0.2659
C -42.666 -31.081 -19.187 -2.01 5.07 4.23 0.2417
O -43.082 -30.088 -18.606 0.37 -0.46 -0.89 -0.5014
O -43.740 -33.920 -19.911 2.01 4.66 3.91 -0.5756
C -43.596 -34.865 -20.683 -6.78 -3.52 -1.56 0.5281
O -44.591 -35.583 -20.783 2.27 -1.45 -0.64 -0.8164
C -42.621 -34.547 -21.682 3.16 -2.41 -4.32 0.3598
O -41.979 -33.485 -21.478 -0.95 3.13 3.53 0.1052
O -42.343 -35.180 -22.675 -0.20 -1.19 0.92 -1.2559
O -42.084 -31.799 -24.732 0.34 1.86 0.08 -0.8573
C -41.579 -30.822 -24.186 -2.48 -6.13 -1.67 0.6482
O -41.647 -30.655 -22.929 0.11 1.14 1.94 0.0891
B -40.936 -29.396 -22.697 -0.15 0.70 2.10 1.3407
O -40.439 -28.959 -23.977 0.88 2.28 3.16 -0.6452
C -40.729 -29.860 -24.814 0.63 1.20 -3.03 0.3158
O -40.386 -29.783 -25.944 0.32 -0.81 -2.22 -0.6489
O -39.861 -29.629 -21.679 -0.07 -0.47 -1.84 -0.6066
C -40.103 -28.858 -20.683 7.15 -1.72 5.50 0.7652
O -39.329 -28.794 -19.680 -2.49 0.21 -2.96 -0.7227
C -41.336 -28.213 -20.787 -4.36 1.29 -1.58 0.4750
O -41.812 -28.422 -22.014 0.33 -0.02 -0.57 -0.5124
O -41.964 -27.680 -19.934 -0.23 1.05 1.17 -0.6637
O -40.895 -30.885 -14.827 1.18 -3.06 3.00 -0.7330
H -40.832 -31.634 -14.072 -0.13 2.63 -2.92 0.3238
H -40.182 -31.081 -15.457 -0.19 -0.08 0.30 0.3207
O -38.911 -32.965 -16.536 2.58 -6.11 7.88 -0.5542
H -38.288 -33.025 -17.146 4.45 -0.53 -4.19 0.2684
H -39.466 -32.406 -16.827 -6.89 6.38 -3.70 0.4232
O -46.448 -37.282 -21.569 -0.96 -0.67 13.01 -0.6284
H -46.505 -37.369 -22.380 0.15 -0.09 -11.87 0.2079
H -45.934 -36.674 -21.043 0.52 0.41 -1.38 0.5924
O -42.767 -29.442 -15.799 0.31 -0.56 -2.26 -0.7538
H -42.808 -29.515 -16.815 -0.08 0.40 2.12 0.3980
H -42.002 -30.033 -15.595 -1.11 0.75 0.01 0.4517
O -46.788 -33.110 -20.608 -1.36 2.59 -1.04 -0.6403
H -46.339 -33.763 -20.162 1.55 -2.75 1.37 0.3061
H -46.436 -32.302 -20.187 -0.10 -0.09 -0.56 0.4148
O -40.825 -38.034 -22.698 -0.84 3.31 1.19 -0.6706
H -41.215 -37.522 -21.891 0.93 -1.65 -1.98 0.3447
H -40.701 -37.228 -23.291 -0.18 -1.65 0.71 0.3522
O -46.231 -30.649 -19.351 -0.79 -1.33 1.99 -0.7383
H -45.582 -30.928 -18.589 -2.21 0.95 -1.89 0.3346
H -47.213 -30.914 -19.155 3.04 0.72 0.03 0.3093
O -42.324 -34.398 -25.327 0.04 0.21 1.41 -0.7266
H -42.500 -33.510 -24.981 0.35 0.36 -0.86 0.6077
H -42.316 -34.832 -24.444 0.43 0.10 -1.74 0.3665
O -43.642 -36.318 -24.406 -2.17 -4.72 -4.28 -0.6604
H -43.428 -35.786 -23.740 0.79 3.39 3.98 0.5168
H -43.444 -37.164 -24.001 -0.13 -0.51 -0.13 0.3402
O -44.748 -30.205 -22.052 -2.40 1.50 2.03 -0.6852
H -45.262 -30.264 -21.140 2.08 -0.55 -2.84 0.3008
H -44.209 -30.947 -22.289 0.14 -0.74 0.63 0.2825
O -44.376 -27.103 -18.242 1.29 3.59 -2.37 -0.6703
H -44.387 -26.023 -18.354 0.14 -4.29 0.37 0.2773
H -43.743 -27.386 -19.012 -1.43 0.67 1.99 0.4426
O -39.738 -33.422 -23.269 -2.79 -0.47 1.99 -0.6404
H -40.545 -33.061 -22.674 2.85 -1.27 -2.20 0.4620
H -39.981 -34.392 -23.368 0.28 1.89 0.02 0.3081
```
Positions in Å, forces in eV/Å.

* electronic energy: -67376.0006 eV
* orbital gap: 8.3591 eV
* HOMO level: -5.27 eV
* net charge: -2

Here is C4H11NO in the gas phase from the Open Molecules 2025 dataset. Energies are from wB97M-V/def2-TZVPD.

Structure (XYZ):
```
17
Properties=species:S:1:pos:R:3:forces:R:3:mulliken_charge:R:1
C 1.573 0.682 0.927 -1.38 0.78 0.12 -1.2991
C 0.873 -0.393 0.092 0.13 -0.01 -0.28 0.1437
O 1.175 -0.334 -1.311 0.30 0.17 0.07 -0.5495
C -0.672 -0.356 0.254 -0.14 -1.39 0.38 0.0925
C -1.334 0.894 -0.331 0.06 -0.54 0.17 -1.1544
N -1.278 -1.578 -0.427 0.86 1.31 -0.32 -0.7514
H 1.073 0.768 1.925 0.64 -0.32 -0.59 0.3102
H 1.327 1.627 0.440 0.16 0.25 -0.01 0.2920
H 2.653 0.651 1.025 0.02 -0.45 -0.06 0.3352
H 1.296 -1.373 0.304 -0.42 -0.21 0.68 0.3400
H 0.583 0.297 -1.723 0.10 0.22 -0.17 0.3375
H -0.897 -0.313 1.318 -0.07 -0.62 0.12 0.4307
H -0.721 1.270 -1.156 -0.76 0.36 -0.15 0.1600
H -1.481 1.657 0.414 0.57 0.53 0.31 0.2995
H -2.364 0.635 -0.578 0.28 -0.08 -0.70 0.4415
H -1.179 -2.471 0.036 0.17 0.25 0.75 0.2504
H -0.627 -1.664 -1.210 -0.52 -0.27 -0.30 0.3215
```
Positions in Å, forces in eV/Å.

* SMILES: C[C@H](O)[C@@H](C)N
* electronic energy: -7863.3931 eV
* orbital gap: 10.4316 eV
* HOMO level: -9.43 eV
* net charge: 0

Here is C6H21BrO5P2SSi2 as an isolated structure from the Open Molecules 2025 dataset. Energies are from wB97M-V/def2-TZVPD.

Structure (XYZ):
```
38
Properties=species:S:1:pos:R:3:forces:R:3:mulliken_charge:R:1
O -4.633 2.276 -0.888 0.05 0.47 -0.34 -0.4432
P -3.419 3.397 -0.722 -0.19 -0.11 0.15 0.1920
Br -1.896 2.398 -1.992 0.27 -0.13 -0.06 -0.1408
Si -2.570 2.600 1.267 0.06 -0.14 -0.33 0.1668
O -0.966 2.844 1.416 -0.20 0.17 0.30 0.1420
Si -0.068 3.296 2.751 -0.02 -0.08 -0.03 0.3973
P -3.726 3.776 2.841 0.19 0.08 -0.08 0.0344
S -3.049 5.589 3.090 0.02 -0.06 -0.01 -0.3578
H -5.028 1.976 -0.073 -0.15 -0.31 0.41 0.3069
H -2.939 1.165 1.430 0.01 0.09 -0.08 -0.0927
H -0.870 2.947 3.948 0.06 0.05 0.00 -0.1150
H 1.168 2.495 2.741 0.02 -0.04 -0.03 -0.1689
H 0.246 4.727 2.709 0.02 0.04 -0.02 -0.0721
H -3.813 2.960 3.986 -0.08 -0.01 0.02 0.1165
H -5.051 3.667 2.360 -0.05 -0.06 0.07 0.0752
C 3.257 -4.816 -1.287 0.08 -0.02 -0.06 -0.7650
O 2.842 -3.519 -1.643 -0.16 0.07 0.16 -0.2867
C 1.781 -3.497 -2.580 0.03 -0.04 -0.06 -0.5610
C 0.883 -2.296 -2.374 0.03 0.00 -0.02 -0.3379
O 0.040 -2.384 -1.235 -0.01 -0.02 0.01 -0.4232
C 0.600 -2.118 0.040 0.02 0.04 0.01 -0.4763
C 0.810 -0.648 0.337 0.00 0.03 0.07 -0.2338
O 1.920 -0.128 -0.368 -0.09 -0.10 -0.16 -0.3500
C 1.784 1.242 -0.675 0.04 -0.04 0.04 -0.3542
H 3.745 -5.334 -2.121 -0.01 0.01 -0.02 0.3275
H 3.973 -4.714 -0.473 0.00 0.00 -0.02 0.2338
H 2.413 -5.426 -0.946 0.00 0.01 0.01 0.3332
H 1.182 -4.413 -2.502 -0.02 0.02 0.04 0.3432
H 2.189 -3.445 -3.599 -0.01 -0.06 -0.01 0.3718
H 0.199 -2.264 -3.225 0.02 0.06 0.01 0.3719
H 1.472 -1.377 -2.370 0.04 -0.03 0.08 0.1791
H 1.528 -2.672 0.201 0.04 0.04 -0.08 0.2054
H -0.146 -2.481 0.751 0.05 -0.04 0.01 0.3904
H 0.976 -0.540 1.419 -0.04 0.05 0.00 0.3579
H -0.102 -0.095 0.077 0.01 -0.01 -0.04 0.1399
H 0.841 1.431 -1.197 0.03 0.05 -0.01 0.0567
H 2.617 1.519 -1.320 0.00 -0.02 0.02 0.2839
H 1.812 1.861 0.227 -0.01 0.04 0.05 0.1530
```
Positions in Å, forces in eV/Å.

* electronic energy: -132011.4427 eV
* orbital gap: 8.5005 eV
* HOMO level: -8.81 eV
* net charge: 0

Here is C18H12O4 in the gas phase from the Open Molecules 2025 dataset. Energies are from wB97M-V/def2-TZVPD.

Structure (XYZ):
```
34
Properties=species:S:1:pos:R:3:forces:R:3:mulliken_charge:R:1
O -9.746 -3.238 -2.075 1.57 -1.49 -0.46 -0.5703
C -8.722 -3.837 -2.432 -2.69 1.40 0.01 0.3337
O -8.750 -5.067 -2.975 0.13 0.08 0.32 -0.4401
C -7.452 -3.148 -2.400 2.64 -1.06 -0.24 -0.1372
C -6.245 -3.748 -2.667 -1.42 0.52 0.59 -0.4333
C -5.026 -3.018 -2.513 -0.63 -0.56 -0.29 -0.0530
C -3.988 -2.440 -2.347 2.23 1.26 0.93 0.0388
C -2.781 -1.777 -1.971 -2.03 -1.20 -0.80 0.2775
C -1.752 -1.263 -1.621 0.74 0.28 0.18 -0.1242
C -0.540 -0.621 -1.215 -0.23 0.08 2.03 -0.6142
C -0.168 -0.500 0.107 -0.88 -0.02 -1.42 -0.1583
C 0.976 0.281 0.534 -0.56 -0.52 2.87 -0.1169
C 1.260 0.399 1.893 0.43 0.25 -2.66 -0.4186
C 2.455 1.059 2.410 0.36 0.11 -0.95 -0.2282
C 3.543 1.507 1.710 -1.13 -0.63 0.25 0.0279
C 4.616 2.111 2.454 0.62 1.00 -1.27 -0.5296
C 5.602 2.867 1.869 -0.95 -0.87 2.46 0.6896
C 6.499 3.705 2.662 1.46 0.54 -3.56 -0.7272
C 7.269 4.364 1.723 -1.16 -0.72 1.89 -0.3810
C 6.772 3.969 0.402 2.71 2.77 -2.11 0.3816
O 7.151 4.463 -0.660 -1.07 -1.40 1.60 -0.5970
O 5.847 3.026 0.520 -1.60 -1.07 0.62 -0.3074
H -9.675 -5.358 -2.947 0.06 0.05 0.01 0.3379
H -7.506 -2.122 -2.070 0.02 0.02 -0.11 0.4030
H -6.181 -4.829 -2.897 -0.12 0.82 -0.02 0.3418
H 0.035 -0.110 -1.960 0.27 0.05 -0.42 0.3476
H -0.819 -0.955 0.877 0.54 0.22 -0.44 0.2967
H 1.553 0.789 -0.210 0.39 0.10 -0.28 0.2918
H 0.588 -0.043 2.616 -0.04 -0.10 -0.03 0.3182
H 2.472 1.196 3.479 0.13 -0.06 0.28 0.2725
H 3.594 1.473 0.602 0.02 -0.07 0.88 0.3421
H 4.533 2.055 3.556 0.36 0.30 -0.82 0.2557
H 6.526 3.716 3.716 0.00 0.09 0.88 0.4480
H 8.059 5.096 1.830 -0.19 -0.14 0.07 0.4320
```
Positions in Å, forces in eV/Å.

* SMILES: O=C(O)/C=C/C#CC#C/C=C/C=C/C=C/C=C1/C=CC(=O)O1
* electronic energy: -27044.6804 eV
* orbital gap: 6.3175 eV
* HOMO level: -7.77 eV
* net charge: 0